53
Properties=species:S:1:pos:R:3:lowdin_charge:R:1 method="wB97M-V/def2-TZVPD" e_above_lowest_kcal_mol=86.8 total_energy_ev=-133479.71728 homo_lumo_gap_ev=4.049 homo_energy_ev=-1.852 charge=-1
Cd -0.142 0.217 -0.786 1.232
O 5.445 2.768 -1.439 0.068
C 4.275 2.246 -0.981 -0.321
C 3.975 2.138 0.362 0.011
C 2.762 1.593 0.723 -0.076
N 1.821 1.142 -0.129 -0.001
C 2.163 1.280 -1.414 -0.523
Br 1.024 0.751 -3.064 0.688
C 3.348 1.808 -1.899 -0.080
H 5.988 3.028 -0.688 0.105
H 4.664 2.467 1.130 0.118
H 2.519 1.503 1.767 0.092
H 3.550 1.881 -2.957 0.095
N -4.173 0.952 1.129 0.140
C -3.715 1.122 -0.312 -0.444
C -4.919 1.520 -1.160 -0.120
P -2.443 2.576 -0.355 0.356
O -2.329 2.700 1.313 -0.218
O -3.138 3.812 -0.773 -0.323
O -1.051 2.230 -0.792 -0.426
P -3.136 -0.634 -0.740 0.351
O -4.395 -1.236 -1.618 -0.181
O -3.259 -1.320 0.585 -0.321
O -1.956 -0.713 -1.649 -0.407
H -3.563 1.564 1.689 0.102
H -3.884 -0.071 1.315 0.095
H -5.162 1.130 1.257 0.147
H -5.308 2.491 -0.847 0.073
H -5.718 0.780 -1.083 0.072
H -4.632 1.598 -2.207 0.091
H -1.632 3.347 1.464 0.071
H -4.119 -2.115 -1.902 0.063
C 0.978 -3.835 -2.414 -0.126
C 1.669 -4.376 -1.312 -0.121
C 1.808 -3.652 -0.166 -0.058
C 1.262 -2.333 -0.062 -0.198
N 0.594 -1.820 -1.184 -0.048
C 0.472 -2.566 -2.278 -0.237
C 1.377 -1.583 1.159 -0.212
C 2.048 -2.088 2.307 -0.082
C 2.137 -1.367 3.455 -0.139
C 1.532 -0.051 3.513 -0.123
C 0.905 0.426 2.426 -0.215
N 0.798 -0.280 1.227 -0.237
H 0.847 -4.389 -3.333 0.074
H 2.087 -5.376 -1.371 0.090
H 2.333 -4.102 0.663 0.081
H -0.069 -2.093 -3.093 0.074
H 2.502 -3.069 2.292 0.082
H 2.650 -1.773 4.318 0.069
H 1.583 0.547 4.415 0.083
H 0.434 1.402 2.412 0.109
O -0.806 -0.181 1.088 -0.392

---

179
Properties=species:S:1:pos:R:3:lowdin_charge:R:1 method="wB97M-V/def2-TZVPD" total_energy_ev=-151218.43159 smiles="CC[C@H](I)C(=O)O[C@H](CC(N)(N)N)P(=O)(O)O.CN(C)P(=O)(N(C)C)N(C)C.CN(C)P(=O)(N(C)C)N(C)C.CN(C)P(=O)(N(C)C)N(C)C.CN(C)P(=O)(N(C)C)N(C)C.CN(C)P(=O)(N(C)C)N(C)C" homo_lumo_gap_ev=6.826 homo_energy_ev=-8.035 charge=0
C -2.796 -0.680 -3.374 -0.208
C -1.531 -1.520 -2.758 -0.261
C -0.159 -0.651 -2.534 -0.576
I -0.308 1.475 -3.033 0.897
C 1.161 -1.254 -3.315 -0.305
O 2.337 -0.610 -3.111 -0.051
O 1.181 -2.386 -4.242 -0.106
C 1.145 -1.984 -5.656 -0.291
C 0.321 -0.618 -5.990 -0.128
C 0.106 -0.301 -7.601 -0.580
N -1.013 -1.081 -8.250 0.049
N -0.349 1.175 -7.648 0.011
N 1.420 -0.318 -8.396 0.053
P 0.465 -3.564 -6.573 0.778
O 1.168 -4.787 -5.787 -0.384
O -1.251 -3.803 -6.335 -0.218
O 1.006 -3.700 -8.218 -0.209
H -3.732 -1.419 -3.342 0.090
H -3.114 0.262 -2.754 0.055
H -2.669 -0.386 -4.506 0.055
H -1.351 -2.444 -3.467 0.118
H -1.869 -1.943 -1.697 0.123
H 0.090 -0.716 -1.370 0.105
H 2.267 -1.877 -6.037 0.165
H 0.966 0.307 -5.597 0.095
H -0.676 -0.584 -5.365 0.090
H -1.944 -0.613 -8.155 0.094
H -0.754 -1.244 -9.250 0.090
H 0.297 1.768 -7.066 0.074
H -1.293 1.257 -7.167 0.083
H 2.101 0.214 -7.780 0.096
H 1.242 0.305 -9.228 0.091
H -1.792 -3.021 -6.647 0.054
H 0.863 -2.867 -8.753 0.043
O -1.373 4.959 -3.827 -0.361
P -1.937 6.400 -3.764 0.769
N -3.541 5.820 -4.049 -0.312
C -4.646 6.502 -4.711 -0.137
C -4.086 4.984 -2.977 -0.145
N -1.247 6.799 -5.302 -0.341
C -2.029 7.022 -6.509 -0.144
C -0.015 6.093 -5.682 -0.144
N -2.586 8.056 -3.691 -0.259
C -1.584 9.129 -3.898 -0.119
C -3.155 8.340 -2.354 -0.132
H -5.092 7.289 -4.095 0.071
H -5.448 5.794 -4.952 0.085
H -4.379 6.939 -5.669 0.049
H -4.478 5.589 -2.151 0.064
H -3.336 4.309 -2.557 0.066
H -4.898 4.345 -3.341 0.080
H -2.566 6.120 -6.821 0.086
H -1.395 7.339 -7.345 0.081
H -2.728 7.851 -6.380 0.065
H -0.231 5.084 -6.054 0.074
H 0.671 6.016 -4.831 0.057
H 0.530 6.633 -6.464 0.079
H -0.726 9.003 -3.228 0.065
H -2.023 10.117 -3.720 0.087
H -1.216 9.172 -4.926 0.076
H -2.402 8.209 -1.569 0.076
H -3.997 7.689 -2.119 0.059
H -3.547 9.362 -2.299 0.090
O -0.433 -0.013 1.476 -0.325
P -0.515 -0.396 2.974 0.777
N -1.628 -1.672 2.621 -0.304
C -2.683 -2.213 3.468 -0.130
C -1.070 -2.762 1.819 -0.138
N -1.445 1.019 3.344 -0.347
C -2.851 0.990 3.718 -0.145
C -1.222 2.201 2.500 -0.149
N -0.610 -0.837 4.696 -0.264
C -0.172 0.221 5.637 -0.130
C 0.279 -1.983 4.995 -0.150
H -2.299 -2.839 4.279 0.077
H -3.367 -2.838 2.881 0.071
H -3.325 -1.454 3.906 0.050
H -0.497 -3.465 2.434 0.059
H -0.401 -2.398 1.034 0.060
H -1.857 -3.326 1.306 0.083
H -3.482 0.610 2.907 0.086
H -3.216 1.989 3.984 0.080
H -3.008 0.402 4.624 0.065
H -1.754 2.117 1.545 0.078
H -0.155 2.343 2.299 0.070
H -1.562 3.116 2.997 0.075
H 0.823 0.598 5.372 0.087
H -0.139 -0.156 6.666 0.084
H -0.863 1.067 5.675 0.072
H 1.319 -1.755 4.735 0.070
H -0.011 -2.881 4.450 0.055
H 0.233 -2.253 6.057 0.092
O 2.345 8.993 -2.443 -0.319
P 3.011 7.649 -2.059 0.772
N 2.066 7.556 -0.614 -0.306
C 2.412 6.926 0.655 -0.133
C 0.628 7.397 -0.835 -0.152
N 4.501 8.438 -1.657 -0.349
C 5.009 8.567 -0.300 -0.146
C 4.814 9.677 -2.382 -0.150
N 3.777 6.104 -1.617 -0.265
C 5.067 5.832 -2.292 -0.130
C 2.915 4.963 -2.000 -0.134
H 2.368 5.834 0.614 0.073
H 1.720 7.243 1.444 0.085
H 3.391 7.209 1.030 0.049
H 0.364 6.354 -1.045 0.064
H 0.269 7.998 -1.675 0.036
H 0.050 7.722 0.037 0.082
H 4.350 9.176 0.327 0.086
H 6.004 9.029 -0.287 0.080
H 5.168 7.589 0.158 0.065
H 4.265 10.532 -1.968 0.079
H 4.570 9.582 -3.445 0.071
H 5.884 9.908 -2.335 0.076
H 4.976 5.939 -3.379 0.087
H 5.421 4.818 -2.071 0.085
H 5.873 6.486 -1.947 0.072
H 2.705 4.970 -3.075 0.080
H 1.961 4.973 -1.474 0.060
H 3.386 4.007 -1.739 0.091
O -3.118 -6.209 2.945 -0.323
P -4.169 -7.201 3.501 0.776
N -4.820 -5.981 4.538 -0.309
C -5.467 -6.146 5.834 -0.137
C -5.456 -4.863 3.840 -0.152
N -2.963 -8.062 4.401 -0.348
C -2.868 -8.041 5.853 -0.146
C -1.600 -8.063 3.854 -0.149
N -5.377 -8.342 4.140 -0.271
C -5.054 -9.774 3.936 -0.132
C -6.681 -8.161 3.463 -0.140
H -6.480 -6.551 5.756 0.071
H -5.550 -5.181 6.350 0.085
H -4.909 -6.771 6.525 0.049
H -6.478 -5.109 3.529 0.064
H -4.906 -4.569 2.942 0.057
H -5.502 -3.969 4.472 0.080
H -2.644 -7.039 6.234 0.085
H -2.083 -8.718 6.213 0.081
H -3.779 -8.426 6.315 0.065
H -1.078 -7.125 4.077 0.073
H -1.613 -8.211 2.769 0.072
H -1.005 -8.887 4.265 0.077
H -4.822 -9.980 2.885 0.088
H -5.890 -10.413 4.241 0.083
H -4.212 -10.110 4.548 0.072
H -6.586 -8.300 2.380 0.085
H -7.099 -7.169 3.635 0.057
H -7.427 -8.867 3.845 0.088
O 5.904 -4.445 6.324 -0.315
P 5.043 -4.461 5.037 0.771
N 5.101 -6.188 4.980 -0.313
C 5.047 -7.057 3.811 -0.136
C 4.418 -6.858 6.089 -0.150
N 6.360 -3.864 4.082 -0.350
C 7.064 -4.658 3.087 -0.145
C 7.343 -3.010 4.763 -0.151
N 4.054 -4.479 3.558 -0.263
C 4.023 -3.199 2.811 -0.126
C 2.634 -4.749 3.879 -0.136
H 4.046 -7.125 3.376 0.071
H 5.349 -8.078 4.075 0.085
H 5.737 -6.772 3.022 0.049
H 3.336 -6.913 5.924 0.062
H 4.575 -6.345 7.042 0.068
H 4.790 -7.878 6.231 0.080
H 7.587 -5.508 3.538 0.087
H 7.807 -4.058 2.547 0.081
H 6.387 -5.004 2.304 0.065
H 8.054 -3.606 5.347 0.080
H 6.847 -2.297 5.430 0.070
H 7.913 -2.409 4.046 0.075
H 3.750 -2.365 3.468 0.078
H 3.304 -3.242 1.985 0.085
H 4.978 -2.965 2.333 0.074
H 2.236 -4.001 4.573 0.062
H 2.494 -5.731 4.332 0.060
H 2.017 -4.752 2.972 0.087